Entry 1:
13 unconnected molecules or ions with the total composition C42H77Br2ClF18N14P3 at a distorted geometry, computed with ωB97M-V with the def2-TZVPD basis set.

```
157
C42H77Br2ClF18N14P3 (ωB97M-V with the def2-TZVPD basis set)
C 13.2291 -4.9213 18.8154
C 14.6056 -4.3223 18.9542
N 15.5466 -5.3095 18.5807
C 15.8149 -6.4603 19.3127
C 16.5514 -7.2352 18.4763
N 16.9631 -6.4927 17.3472
C 16.2535 -5.3184 17.4077
C 17.7014 -7.0696 16.2229
H 12.5976 -4.0435 18.6787
H 12.8988 -5.6061 19.5965
H 12.9401 -5.3910 17.8752
H 14.7464 -4.1370 20.0191
H 14.8001 -3.4344 18.3526
H 15.2743 -6.6119 20.2354
H 16.9346 -8.2217 18.6919
H 16.1930 -4.5149 16.6885
H 17.4575 -6.5051 15.3229
H 17.5310 -8.1456 16.1865
H 18.7601 -6.8563 16.3705
C 5.4416 -4.4979 15.6188
C 6.6311 -3.7978 14.9741
N 6.3908 -3.5281 13.5232
C 7.0151 -3.9787 12.4090
C 6.3436 -3.4856 11.2819
N 5.3858 -2.5543 11.7371
C 5.4365 -2.6565 13.0844
C 4.4608 -1.7932 10.9467
H 5.6537 -4.7197 16.6647
H 5.2726 -5.4839 15.1859
H 4.4726 -4.0102 15.5132
H 7.6301 -4.2143 15.1030
H 6.7046 -2.8329 15.4757
H 7.9541 -4.4973 12.5343
H 6.4766 -3.4718 10.2102
H 4.8241 -1.9960 13.6802
H 4.8962 -1.5945 9.9675
H 4.1975 -0.8718 11.4662
H 3.5573 -2.3986 10.8730
C 10.6845 -3.2018 23.2722
C 11.2773 -3.8672 21.9991
N 10.3828 -3.3962 20.9088
C 10.3016 -2.1395 20.3406
C 9.3157 -2.0761 19.4377
N 8.7673 -3.3726 19.3660
C 9.3100 -4.0971 20.3898
C 7.7135 -3.7380 18.4778
H 10.3285 -2.1722 23.2374
H 11.4486 -3.3602 24.0332
H 9.8899 -3.8311 23.6729
H 11.3825 -4.9511 21.9512
H 12.2531 -3.4043 21.8522
H 10.9493 -1.3402 20.6690
H 8.9521 -1.3219 18.7555
H 8.9331 -5.0652 20.6850
H 7.1869 -4.6298 18.8178
H 8.1130 -3.9104 17.4784
H 7.0289 -2.9037 18.3249
C 3.5748 -1.4855 17.8820
C 3.3538 -0.0078 17.7060
N 3.2985 0.6838 18.9378
C 4.4545 1.0424 19.7199
C 4.0547 1.5562 20.8559
N 2.6711 1.5013 20.9608
C 2.2424 0.8416 19.7997
C 1.9597 1.7583 22.1394
H 2.8695 -1.8729 18.6173
H 4.5881 -1.8059 18.1242
H 3.3201 -1.8754 16.8965
H 2.4733 0.1478 17.0827
H 4.1542 0.4160 17.0994
H 5.4635 0.8321 19.3972
H 4.6919 1.9310 21.6432
H 1.1953 0.5858 19.7321
H 1.9744 2.8478 22.1692
H 2.5331 1.4207 23.0027
H 0.9486 1.3607 22.2263
C 1.1054 -3.8641 22.4164
C 2.3733 -3.9741 21.6798
N 3.4530 -3.3465 22.3416
C 3.4078 -2.1338 23.0143
C 4.6526 -1.8983 23.5785
N 5.5309 -2.9140 23.2581
C 4.7701 -3.7970 22.4948
C 6.9562 -2.9880 23.5341
H 1.0045 -4.6183 23.1967
H 0.3348 -4.1285 21.6922
H 0.8149 -2.8624 22.7331
H 2.3224 -3.4909 20.7040
H 2.7181 -5.0079 21.6591
H 2.4615 -1.6146 23.0497
H 4.9644 -1.0775 24.2075
H 5.2281 -4.6158 21.9598
H 7.1989 -2.0859 24.0957
H 7.6151 -2.8851 22.6720
H 7.2784 -3.8566 24.1084
C 12.4506 5.8074 25.4643
C 12.4405 4.5189 26.4121
N 11.9761 3.2982 25.6392
C 11.6866 3.1194 24.2750
C 11.4319 1.7746 24.0413
N 11.5552 1.0918 25.2372
C 11.8527 2.0567 26.2219
C 11.1615 -0.2882 25.4379
H 11.4483 6.2030 25.3000
H 12.9247 5.6162 24.5016
H 12.8785 6.7111 25.8981
H 11.7122 4.8075 27.1699
H 13.4307 4.3844 26.8475
H 11.6936 3.9517 23.5867
H 11.1873 1.2498 23.1297
H 11.9230 1.8618 27.2819
H 11.6578 -0.8963 24.6816
H 10.0981 -0.5189 25.3742
H 11.6322 -0.6930 26.3338
C 16.3244 -2.9934 29.7410
C 15.2556 -1.9639 29.1731
N 14.6957 -2.4015 27.9203
C 13.6368 -3.2886 27.8231
C 13.4110 -3.5598 26.4737
N 14.3076 -2.7861 25.7186
C 15.0629 -2.0434 26.6209
C 14.4279 -2.8635 24.2667
H 16.2183 -3.9954 29.3253
H 16.3818 -3.0273 30.8290
H 17.2698 -2.6960 29.2873
H 15.9052 -1.0944 29.0722
H 14.5617 -1.7266 29.9795
H 13.2518 -3.7906 28.6985
H 12.7221 -4.2376 25.9915
H 15.8351 -1.3237 26.3926
H 13.4568 -2.8762 23.7718
H 14.9771 -3.7706 24.0148
H 14.9744 -1.9814 23.9329
Cl 7.5223 -6.5989 22.4703
P 7.6174 0.9112 22.5457
F 8.7913 0.3915 21.5726
F 8.1707 -0.0441 23.7901
F 8.6369 2.1097 22.9527
F 6.4034 1.3734 23.4596
F 7.0038 1.9860 21.5179
F 6.6348 -0.2375 21.9457
P 9.6864 -6.3530 16.1633
F 11.2472 -6.8149 16.0117
F 9.2474 -7.8928 15.8250
F 9.7240 -6.6958 17.7006
F 8.0942 -5.9806 16.4486
F 10.1965 -4.8168 16.5433
F 9.5541 -5.8315 14.6017
P 13.8577 -7.1049 23.0463
F 14.0331 -8.4136 23.9243
F 13.6658 -6.3861 24.4912
F 15.4640 -7.0063 23.0455
F 13.8157 -5.6726 22.2447
F 13.9559 -7.9357 21.6528
F 12.1884 -7.2629 22.9126
Br 7.3831 0.0547 16.7642
Br 13.4404 -0.5006 21.6479
```

Its HOMO energy is -0.29673 Eh. Its charge is +1. The value obtained for the HOMO-LUMO gap is 5.91 eV.



Entry 2:
A molecular structure, C42H77CdF6O25 at a distorted geometry, computed with ωB97M-V with the def2-TZVPD basis set.

```
151
C42H77CdF6O25 (ωB97M-V with the def2-TZVPD basis set)
Cd 0.7848 -0.7006 -4.3116
C -0.0724 -1.2508 -0.9475
O -1.3613 -0.6650 -1.0286
O 0.4371 -1.1286 -2.2252
C 0.6777 -0.4512 0.1673
F 0.6775 0.7895 -0.2534
F 0.1062 -0.6406 1.3842
F 1.9264 -0.9580 0.2281
C -2.5387 -1.4265 -0.4187
C -3.4441 -0.2301 -0.1136
H -3.6188 0.4163 -0.9737
H -4.4320 -0.6156 0.1383
H -3.1738 0.2166 0.8432
H -2.2469 -1.9544 0.4892
H -3.0537 -2.1732 -1.0231
H -0.1210 -2.3143 -0.7135
C 4.4074 1.9551 -1.0180
O 3.9139 3.0249 -1.9524
C 5.0454 3.5372 -2.6527
C 4.5926 4.4357 -3.8174
O 4.1560 3.4367 -4.7832
C 3.7608 4.0696 -5.9439
C 3.0066 3.1115 -6.8455
O 3.6948 1.7962 -6.9174
C 4.7551 1.8480 -7.8304
H 4.9784 1.1938 -1.5494
H 3.5147 1.6262 -0.4861
H 5.0716 2.4700 -0.3238
H 5.6573 2.7552 -3.1023
H 5.7195 4.0864 -1.9954
H 5.5077 4.9239 -4.1524
H 3.9109 5.1947 -3.4336
H 4.5875 4.6177 -6.3957
H 3.0870 4.8865 -5.6859
H 2.6987 3.6195 -7.7594
H 2.0124 3.0577 -6.4018
H 4.8570 0.8527 -8.2630
H 5.7451 1.9696 -7.3909
H 4.6850 2.5895 -8.6262
C -1.1698 3.9181 3.3373
O -0.3456 2.8363 2.8889
C 0.4602 3.1235 1.7764
C 1.8887 2.6325 2.0324
O 2.2555 2.7901 3.3913
C 2.5702 4.0994 3.9311
C 3.5455 4.0424 5.1395
O 4.8959 3.7406 4.6357
C 5.1658 2.4903 3.9718
H -0.7960 4.7784 3.8925
H -1.8734 3.3966 3.9863
H -1.8059 4.3114 2.5443
H 0.5289 4.1983 1.6088
H 0.0200 2.8099 0.8298
H 2.6910 3.0616 1.4322
H 1.6962 1.5746 1.8540
H 1.7555 4.7532 4.2426
H 3.1153 4.6213 3.1446
H 3.3447 3.1738 5.7665
H 3.5353 4.9902 5.6778
H 4.6043 1.6460 4.3718
H 6.2513 2.3994 4.0111
H 4.9061 2.5829 2.9173
C 1.2920 2.1621 -3.2340
O 0.3232 1.4240 -3.9605
C -0.9323 1.7331 -3.5926
C -1.9685 0.8086 -4.1657
O -1.2666 -0.3950 -4.3453
C -2.0570 -1.4295 -4.9769
C -1.2677 -2.7709 -4.9918
O 0.1036 -2.4327 -4.9563
C 1.0589 -3.4051 -5.3890
H 1.4568 1.8343 -2.2076
H 1.2800 3.2490 -3.3157
H 2.2177 2.0877 -3.8046
H -1.3156 2.6875 -3.9537
H -1.0350 1.7972 -2.5093
H -2.3838 1.1934 -5.0971
H -2.7791 0.6094 -3.4647
H -2.4498 -1.1055 -5.9407
H -2.8977 -1.5077 -4.2876
H -1.4776 -3.3718 -5.8767
H -1.6165 -3.3420 -4.1314
H 2.0754 -3.1775 -5.0680
H 1.2133 -3.3575 -6.4669
H 0.8057 -4.4017 -5.0275
C -5.4176 -2.6292 6.2615
C -5.2162 -2.9770 4.7500
O -6.1376 -2.2009 4.0072
C -6.1744 -2.4651 2.6502
O -5.2237 -2.8755 1.9452
C -7.4341 -1.8263 1.9225
F -8.3583 -1.5992 2.8881
F -7.0364 -0.7239 1.2809
F -7.9078 -2.6904 0.9962
H -6.4388 -2.4317 6.5876
H -4.7315 -1.8092 6.4732
H -4.9674 -3.3894 6.8999
H -5.4725 -4.0303 4.6363
H -4.1411 -2.8179 4.6658
C -3.0769 -6.4087 -1.1578
C -2.0721 -5.2517 -1.0172
C -1.3876 -5.2383 0.3209
O -0.0427 -5.1746 -0.1312
C 0.1541 -5.4841 -1.4580
O 1.2929 -5.7029 -1.9782
O -1.0282 -5.5455 -1.9630
H -3.5136 -6.5523 -2.1462
H -3.9102 -6.3136 -0.4616
H -2.5493 -7.3469 -0.9863
H -2.4109 -4.2240 -1.1478
H -1.4369 -6.0960 0.9918
H -1.6164 -4.3938 0.9709
C 2.1088 -0.5966 3.9611
C 1.4073 -0.0407 5.3107
C -0.1204 0.2877 5.0479
O -0.6516 -0.1249 6.2488
C 0.1886 -0.9503 6.9107
O -0.0473 -1.4647 7.9586
O 1.2859 -1.1199 6.1804
H 1.5319 -1.4160 3.5322
H 3.0966 -0.9970 4.1889
H 2.2604 0.1691 3.2004
H 1.9775 0.7142 5.8521
H -0.6719 -0.1391 4.2101
H -0.0011 1.3263 4.7395
C -4.5646 3.3407 0.7234
C -5.9366 2.5796 1.0188
C -6.6943 3.2827 2.1564
O -7.9910 3.4860 1.5067
C -7.8776 3.2081 0.2279
O -8.8395 3.4352 -0.5768
O -6.7515 2.6819 -0.1039
H -3.8777 2.7258 0.1419
H -4.0655 3.4423 1.6871
H -4.6584 4.3359 0.2888
H -5.6940 1.5260 1.1570
H -6.3190 4.2998 2.2700
H -6.7672 2.7895 3.1257
C 2.8294 -4.2790 1.0893
C 4.2492 -3.9598 0.5621
C 5.2202 -3.2492 1.5409
O 6.4504 -4.0032 1.3206
C 6.3003 -5.0654 0.6705
O 7.0901 -5.8062 0.2567
O 4.9924 -5.1356 0.2945
H 2.0960 -3.6101 0.6391
H 2.6494 -4.0649 2.1428
H 2.3751 -5.2527 0.9057
H 4.0897 -3.4390 -0.3821
H 4.8683 -3.2914 2.5717
H 5.1850 -2.2586 1.0875
```

The spin multiplicity is 2. Its HOMO energy (alpha / beta) is -0.47025 / -0.47025 Eh. Its charge is +2. The value obtained for the HOMO-LUMO gap (alpha / beta) is 5.06 / 2.58 eV. The expectation value of S² is 0.756.



Entry 3:
5 unconnected molecules or ions with the total composition C42H78ClN3O12P at a distorted geometry, computed with ωB97M-V with the def2-TZVPD basis set.

```
137
C42H78ClN3O12P (ωB97M-V with the def2-TZVPD basis set)
C 0.5756 0.6898 -3.6838
C 0.8560 1.4315 -2.5963
C 1.5427 0.8180 -1.4050
N 0.6392 0.4663 -0.2138
C -0.6952 0.0769 -0.7800
C -1.6229 -0.7002 0.2009
C -1.7945 -2.1660 -0.1967
Cl -3.2757 0.0566 0.0509
C 1.3366 -0.7585 0.3757
C 1.3225 -0.9279 1.9257
P 0.3921 -2.4535 2.5339
C 1.6431 -3.6178 3.2205
C -0.7878 -2.0035 3.8768
N 1.0455 0.2723 2.7091
C 1.5258 1.4219 1.9542
C 1.6308 2.6532 2.8780
C 0.5977 2.7657 4.0064
N 0.9948 1.9821 5.1994
C 0.5170 1.5983 0.7779
C 0.4270 2.9955 0.1643
C -0.4882 3.9523 0.9729
C 0.1206 5.3758 1.0983
C -0.4768 6.2817 0.0069
C 0.1087 5.9810 -1.3973
C -0.8750 5.2457 -2.3246
C -2.0242 6.1479 -2.7544
C -3.0598 5.4274 -3.6677
C -4.3446 5.1204 -2.8903
C -4.2683 3.7361 -2.1856
C -5.6053 2.9827 -2.2363
C -5.6043 1.8886 -3.3138
H 1.3247 0.1080 -4.2177
H -0.4330 0.7046 -4.0911
H 0.6109 2.4866 -2.6763
H 2.3532 1.4473 -1.0342
H 1.9892 -0.0855 -1.8140
H -1.2577 0.9637 -1.0504
H -0.5795 -0.5949 -1.6195
H -1.3582 -0.5395 1.2422
H -1.9654 -2.7500 0.7037
H -0.9539 -2.5917 -0.7430
H -2.6743 -2.3245 -0.8174
H 2.3843 -0.7472 0.0973
H 0.9399 -1.6556 -0.0958
H 2.3459 -1.1944 2.2140
H 1.2384 -4.6273 3.2595
H 1.9620 -3.3525 4.2333
H 2.5303 -3.6509 2.5886
H -1.5444 -2.7881 3.8982
H -1.3290 -1.0855 3.6457
H -0.3600 -1.9452 4.8791
H 0.0714 0.3597 2.9665
H 2.5403 1.2491 1.5917
H 1.6702 3.5990 2.3411
H 2.6038 2.5781 3.3693
H 0.3859 3.8002 4.2910
H -0.3583 2.3355 3.6888
H 0.1886 1.9780 5.8208
H 1.6887 2.5256 5.7093
H -0.4557 1.4540 1.2532
H 1.4365 3.4033 0.0978
H -0.0075 3.0218 -0.8315
H -1.4161 4.0886 0.4186
H -0.7739 3.5270 1.9337
H 1.1912 5.3488 0.8851
H -0.0018 5.8049 2.0929
H -0.2064 7.3134 0.2378
H -1.5633 6.2083 -0.0233
H 1.0375 5.4067 -1.3257
H 0.3917 6.9237 -1.8663
H -1.3045 4.3780 -1.8083
H -0.3296 4.8744 -3.1968
H -2.5747 6.5111 -1.8855
H -1.6307 7.0416 -3.2429
H -2.6181 4.5279 -4.0927
H -3.2889 6.1193 -4.4764
H -5.1981 5.1113 -3.5706
H -4.5590 5.8657 -2.1238
H -4.0236 3.9242 -1.1333
H -3.4676 3.1137 -2.5909
H -6.4495 3.6504 -2.4107
H -5.8108 2.4835 -1.2853
H -5.2820 2.3034 -4.2704
H -6.6191 1.5051 -3.4370
H -4.9569 1.0556 -3.0376
C -5.9628 -4.5918 -0.9465
C -4.9183 -5.6762 -0.8348
C -4.6923 -6.1753 0.5700
O -3.3236 -6.5904 0.5272
C -2.7051 -5.8588 -0.4311
O -1.5281 -5.8140 -0.5927
O -3.6130 -5.1754 -1.1827
H -5.6367 -3.6865 -0.4315
H -6.1230 -4.3231 -1.9907
H -6.9126 -4.9205 -0.5248
H -5.1539 -6.4992 -1.5142
H -5.3380 -7.0107 0.8302
H -4.7973 -5.3923 1.3257
C -6.6071 0.6217 -7.8320
C -5.7515 1.8109 -8.1950
C -4.3188 1.4705 -8.5269
O -3.6254 2.6650 -8.1457
C -4.3600 3.2677 -7.1763
O -3.9825 4.1754 -6.5072
O -5.5852 2.6926 -7.0719
H -6.2602 0.1659 -6.9033
H -7.6391 0.9310 -7.6676
H -6.5924 -0.1258 -8.6254
H -6.2191 2.3800 -9.0029
H -4.1679 1.2605 -9.5833
H -3.9292 0.6372 -7.9364
C 5.4247 -2.0317 5.2446
C 5.5554 -3.4908 5.6138
C 4.9919 -3.8348 6.9704
O 5.8005 -4.9504 7.3566
C 6.9943 -4.8285 6.7172
O 7.9588 -5.4770 6.9547
O 6.9325 -3.8581 5.7618
H 6.0267 -1.4070 5.9053
H 5.7940 -1.8641 4.2319
H 4.3857 -1.7016 5.2916
H 5.1215 -4.1191 4.8293
H 3.9413 -4.1160 6.9333
H 5.1225 -3.0356 7.7043
C 8.0082 -5.6794 3.2972
C 8.8154 -5.8149 2.0302
C 10.3045 -5.9273 2.2477
O 10.8307 -5.3546 1.0436
C 9.9066 -4.4803 0.5707
O 10.0985 -3.6967 -0.3013
O 8.7272 -4.6220 1.2337
H 8.2338 -4.7408 3.8015
H 6.9415 -5.6661 3.0645
H 8.2027 -6.5057 3.9812
H 8.4410 -6.6487 1.4293
H 10.6386 -6.9559 2.3614
H 10.6587 -5.3396 3.0979
```

Its HOMO energy is -0.39125 Eh. Its charge is +1. The value obtained for the HOMO-LUMO gap is 7.84 eV.